(1)
A cluster of 2 separate species, C5H10N2O in total, computed with wB97M-V/def2-TZVPD.

Each line ends with the Mulliken charge.
Cartesian coordinates (Å):
C (0.65, -2.13, -2.27)  -1.112
C (1.49, -1.42, -1.14)  -0.291
C (0.77, -0.58, -0.17)  0.149
C (-0.42, 0.12, -0.23)  -0.276
N (-0.42, 0.99, 0.84)  0.079
C (0.58, 0.54, 1.65)  -0.297
N (1.27, -0.42, 1.12)  -0.611
H (0.14, -3.01, -1.86)  0.283
H (1.43, -2.55, -2.90)  0.355
H (-0.04, -1.44, -2.74)  0.326
H (2.15, -2.20, -0.76)  0.317
H (2.16, -0.75, -1.70)  0.210
H (-1.22, 0.16, -0.95)  0.350
H (-1.00, 1.80, 1.01)  0.156
H (0.74, 1.04, 2.59)  0.390
H (-2.49, 2.63, -0.17)  0.344
H (-2.88, 2.99, 1.27)  0.320
O (-2.81, 2.28, 0.65)  -0.692

SMILES: CCc1c[nH]cn1.O
HOMO-LUMO gap (eV): 8.6

(2)
An isolated molecule of C5H10N2O, computed with wB97M-V/def2-TZVPD.

Each line ends with the Mulliken charge.
Cartesian coordinates (Å):
C (1.48, 0.77, -0.62)  -0.180
C (-0.74, -0.45, 0.11)  0.453
C (0.01, 0.72, -0.35)  -0.099
N (-1.88, -0.18, 0.93)  -0.650
N (-0.64, 1.93, -0.47)  -0.380
C (1.57, -0.66, -0.23)  -0.762
C (0.81, -1.15, 0.87)  -0.497
O (-1.15, -1.47, -0.78)  -0.575
H (-0.43, -1.58, -1.42)  0.405
H (-1.71, -0.23, 1.93)  0.218
H (-2.70, -0.73, 0.70)  0.234
H (-1.64, 1.96, -0.29)  0.224
H (-0.22, 2.84, -0.60)  0.190
H (2.04, 1.44, 0.05)  0.235
H (1.73, 1.00, -1.65)  0.271
H (1.84, -1.37, -1.01)  0.352
H (0.94, -0.62, 1.82)  0.291
H (0.68, -2.22, 1.00)  0.273

HOMO-LUMO gap (spin up / spin down) (eV): 7.5 / 7.0

(3)
An isolated molecule of C5H10N2O, computed with wB97M-V/def2-TZVPD.

Each line ends with the Mulliken charge.
Cartesian coordinates (Å):
C (-0.75, -0.25, -1.16)  -0.030
C (-1.20, 0.12, 0.27)  -0.493
N (0.33, -1.01, 2.54)  -0.363
C (0.57, 0.17, 1.90)  0.063
C (0.50, 0.66, -1.40)  0.019
C (1.73, 0.23, -1.58)  -0.835
O (-1.78, -0.06, -2.10)  -0.527
N (-0.05, 0.70, 0.93)  -0.370
H (-1.88, 0.89, -2.27)  0.348
H (-0.45, -1.30, -1.22)  0.293
H (0.82, -1.24, 3.39)  0.208
H (-0.49, -1.54, 2.33)  0.163
H (-1.94, 0.92, 0.20)  0.279
H (-1.64, -0.76, 0.77)  0.201
H (1.45, 0.70, 2.26)  0.326
H (0.23, 1.69, -1.59)  0.213
H (2.02, -0.79, -1.37)  0.241
H (2.52, 0.89, -1.92)  0.263

SMILES: C=C[C@H](O)C/N=C\N
HOMO-LUMO gap (eV): 9.6

Which is the most stable structure? (1) is the most stable.

(1)
A cluster of 4 separate species, C4H6N2 in total, computed with wB97M-V/def2-TZVPD.

Each line ends with the Mulliken charge.
Cartesian coordinates (Å):
C (-0.42, -1.76, -1.00)  -0.871
C (-0.20, -0.44, -0.29)  0.465
C (-0.37, 1.46, 0.52)  -0.189
C (0.86, 1.02, 0.86)  -0.343
H (-1.89, -1.58, -1.69)  0.255
H (-0.32, -3.16, 0.09)  0.206
H (0.89, -1.75, -2.20)  0.186
H (-0.94, 2.40, 0.79)  0.336
H (1.68, 1.41, 1.58)  0.293
H (1.82, -0.83, 0.30)  0.218
N (-1.07, 0.51, -0.17)  -0.542
N (1.00, -0.25, 0.26)  -0.014

HOMO-LUMO gap (eV): 8.1

(2)
An isolated molecule of C4H6N2, computed with wB97M-V/def2-TZVPD.

Each line ends with the Mulliken charge.
Cartesian coordinates (Å):
C (1.42, -0.15, 0.31)  -0.858
N (0.07, -0.11, -0.26)  0.056
C (-0.23, -0.63, -1.43)  -0.498
C (-0.91, 0.71, 0.24)  -0.588
C (-1.50, 0.52, 1.50)  0.320
N (-2.07, 0.39, 2.51)  -0.465
H (1.35, -0.11, 1.40)  0.292
H (1.99, 0.72, -0.04)  0.303
H (1.93, -1.07, 0.01)  0.361
H (-1.27, -0.91, -1.59)  0.336
H (0.50, -0.73, -2.22)  0.308
H (-1.37, 1.38, -0.47)  0.432

HOMO-LUMO gap (spin up / spin down) (eV): 7.5 / 7.5

(3)
A cluster of 2 separate species, C4H6N2 in total, computed with wB97M-V/def2-TZVPD.

Each line ends with the Mulliken charge.
Cartesian coordinates (Å):
C (1.97, -0.28, -1.62)  -0.819
C (1.82, 0.58, -0.52)  0.400
N (1.67, 1.22, 0.42)  -0.387
H (2.87, -0.84, -1.37)  0.250
H (2.04, 0.14, -2.63)  0.296
H (1.17, -1.00, -1.76)  0.278
C (-1.54, 0.10, 1.43)  -0.817
C (-2.88, -0.18, 0.97)  0.327
N (-3.91, -0.39, 0.62)  -0.294
H (-1.22, 0.09, 2.47)  0.327
H (-1.18, 1.08, 1.11)  0.278
H (-0.82, -0.52, 0.88)  0.160

SMILES: CC#N.CC#N
HOMO-LUMO gap (eV): 12.3

Which is the most stable structure? (3) is the most stable.

(1)
A structure of composition C4H6N2, computed with wB97M-V/def2-TZVPD.

Each line ends with the Mulliken charge.
Cartesian coordinates (Å):
C (-0.82, -0.05, -0.18)  0.485
C (0.58, 0.01, 0.24)  0.622
C (-0.91, -1.37, 0.49)  -0.405
C (1.58, 1.08, 0.08)  -1.039
N (0.58, -1.17, 0.81)  -0.617
N (-1.42, 0.68, -1.13)  -0.657
H (-1.53, -1.51, 1.35)  0.264
H (-1.20, -2.08, -0.24)  0.243
H (1.43, 1.99, 0.63)  0.293
H (1.67, 1.38, -1.07)  0.229
H (2.42, 0.51, 0.46)  0.350
H (-2.38, 0.53, -1.45)  0.232

HOMO-LUMO gap (eV): 10.2

(2)
An isolated molecule of C4H6N2, computed with wB97M-V/def2-TZVPD.

Each line ends with the Mulliken charge.
Cartesian coordinates (Å):
N (-2.06, 0.21, -0.15)  -0.672
C (-0.66, 0.06, -0.08)  0.558
C (0.28, 1.06, -0.12)  -0.657
N (1.48, 0.44, 0.16)  0.026
C (1.33, -0.89, 0.26)  -0.341
C (-0.03, -1.25, 0.05)  -0.721
H (-2.33, 0.67, 0.72)  0.273
H (-2.47, -0.73, -0.09)  0.351
H (0.22, 2.10, -0.40)  0.393
H (2.36, 0.93, 0.19)  0.220
H (2.18, -1.50, 0.56)  0.396
H (-0.31, -1.03, -1.10)  0.173

SMILES: Nc1cc[nH]c1
HOMO-LUMO gap (eV): 8.9

(3)
A cluster of 2 separate species, C4H6N2 in total, computed with wB97M-V/def2-TZVPD.

Each line ends with the Mulliken charge.
Cartesian coordinates (Å):
N (0.64, 0.90, 1.14)  -0.688
C (-0.25, 0.19, 0.59)  0.454
C (-1.07, 0.03, -0.60)  -0.459
C (-1.15, -0.96, 0.58)  -0.456
C (2.26, -0.18, -1.82)  -0.174
N (2.13, 0.73, -1.08)  -0.212
H (0.93, 0.53, 2.05)  0.208
H (1.76, 1.22, -0.25)  0.384
H (-0.61, -0.31, -1.52)  0.234
H (-1.89, 0.73, -0.74)  0.225
H (-2.03, -0.94, 1.22)  0.244
H (-0.71, -1.94, 0.43)  0.239

HOMO-LUMO gap (eV): 11.1

(4)
An isolated molecule of C4H6N2, computed with wB97M-V/def2-TZVPD.

Each line ends with the Mulliken charge.
Cartesian coordinates (Å):
N (1.97, -0.11, 0.24)  -0.558
C (0.62, 0.06, 0.03)  0.106
C (-0.15, 1.18, -0.14)  -0.363
C (-1.46, 0.77, -0.38)  -0.566
C (-1.48, -0.63, -0.08)  -0.215
N (-0.18, -1.05, 0.07)  -0.062
H (2.49, -0.54, -0.54)  0.248
H (2.50, 0.76, 0.41)  0.259
H (0.19, 2.20, -0.21)  0.377
H (-2.32, 0.63, 0.45)  0.097
H (-2.29, -1.36, -0.18)  0.431
H (0.13, -1.97, 0.34)  0.247

SMILES: Nc1ccc[nH]1
HOMO-LUMO gap (eV): 8.9

Which is the most stable structure? (4) is the most stable.

(1)
An isolated molecule of C4H6N2, computed with wB97M-V/def2-TZVPD.

Each line ends with the Mulliken charge.
Cartesian coordinates (Å):
C (1.30, 0.00, 0.61)  -1.322
C (-0.08, 0.54, 0.27)  0.238
N (-0.22, 1.32, -0.95)  -0.586
C (-1.00, 0.11, -0.84)  -0.149
C (-0.67, -1.23, -1.26)  0.217
N (-0.45, -2.32, -0.94)  -0.457
H (1.88, -0.33, -0.26)  0.334
H (1.87, 0.83, 1.06)  0.369
H (1.31, -0.82, 1.34)  0.330
H (-0.62, 0.90, 1.15)  0.354
H (0.61, 1.18, -1.53)  0.301
H (-2.08, 0.27, -0.79)  0.370

SMILES: C[C@H]1N[C@H]1C#N
HOMO-LUMO gap (eV): 10.7

(2)
An isolated molecule of C4H6N2, computed with wB97M-V/def2-TZVPD.

Each line ends with the Mulliken charge.
Cartesian coordinates (Å):
N (-2.01, 0.03, -0.07)  -0.590
C (-0.60, -0.01, -0.06)  0.348
C (0.25, 1.04, 0.08)  -0.581
N (1.54, 0.59, 0.19)  -0.126
C (1.48, -0.93, -0.06)  -0.562
C (0.14, -1.20, -0.16)  -0.256
H (-2.34, 0.45, -0.92)  0.264
H (-2.34, 0.57, 0.72)  0.268
H (-0.05, 2.08, 0.04)  0.338
H (2.19, 1.40, 0.12)  0.253
H (2.08, -1.78, 0.33)  0.273
H (-0.35, -2.16, -0.24)  0.372

SMILES: Nc1cc[nH]c1
HOMO-LUMO gap (eV): 9.1

(3)
An isolated molecule of C4H6N2, computed with wB97M-V/def2-TZVPD.

Each line ends with the Mulliken charge.
Cartesian coordinates (Å):
N (-1.01, -1.23, -0.44)  -0.652
C (-0.16, -0.10, -0.22)  0.917
C (1.33, -0.12, -0.16)  -0.837
C (0.31, 0.12, 1.15)  -0.813
C (-0.61, 1.19, -0.79)  0.123
N (-0.97, 2.23, -1.16)  -0.455
H (-1.98, -0.92, -0.40)  0.263
H (-0.84, -1.67, -1.34)  0.242
H (1.79, 0.72, -0.67)  0.262
H (1.86, -0.35, 0.79)  0.302
H (0.31, -0.83, 1.70)  0.331
H (0.09, 1.01, 1.70)  0.317

SMILES: N#CC1(N)CC1
HOMO-LUMO gap (eV): 10.5

(4)
An isolated molecule of C4H6N2, computed with wB97M-V/def2-TZVPD.

Each line ends with the Mulliken charge.
Cartesian coordinates (Å):
N (1.40, -1.05, 0.51)  -0.648
C (-0.13, 0.72, -0.68)  -0.342
C (0.43, -0.72, -0.47)  -0.201
C (-0.94, -0.52, -0.07)  -0.020
N (-1.08, 0.19, 1.23)  -0.689
C (-0.70, 1.23, 0.56)  -0.118
H (2.28, -0.62, 0.27)  0.244
H (0.02, 1.26, -1.61)  0.370
H (0.52, -1.22, -1.44)  0.377
H (-1.87, -0.90, -0.47)  0.337
H (1.05, -0.64, 1.38)  0.305
H (-0.96, 2.26, 0.78)  0.383

HOMO-LUMO gap (eV): 9.7

Which is the most stable structure? (2) is the most stable.

(1)
A cluster of 2 separate species, C4H6N2 in total, computed with wB97M-V/def2-TZVPD.

Each line ends with the Mulliken charge.
Cartesian coordinates (Å):
C (1.52, -1.14, -0.50)  -1.106
C (0.75, -0.09, 0.21)  -0.155
C (0.57, 0.82, 1.01)  -0.028
N (-1.64, 1.36, 0.96)  -0.648
N (-1.89, 0.64, -0.04)  0.249
C (-1.45, -0.24, -0.75)  -0.152
H (1.27, -1.20, -1.56)  0.312
H (2.59, -0.94, -0.40)  0.297
H (1.32, -2.12, -0.05)  0.267
H (0.69, 1.55, 1.78)  0.400
H (-1.74, 2.34, 0.69)  0.255
H (-1.98, -0.96, -1.35)  0.308

HOMO-LUMO gap (spin up / spin down) (eV): 9.9 / 9.9

(2)
An isolated molecule of C4H6N2, computed with wB97M-V/def2-TZVPD.

Each line ends with the Mulliken charge.
Cartesian coordinates (Å):
N (0.74, -0.94, 1.12)  -0.565
C (1.08, 0.11, 0.19)  -0.187
C (0.29, -1.06, -0.25)  -0.242
C (-0.85, -0.08, -0.72)  -0.212
N (-1.37, 0.86, 0.24)  -0.565
C (-0.03, 1.07, -0.26)  -0.208
H (0.04, -0.75, 1.84)  0.222
H (2.09, 0.41, -0.07)  0.370
H (0.59, -1.92, -0.83)  0.398
H (-1.37, -0.20, -1.67)  0.398
H (-1.49, 0.55, 1.20)  0.222
H (0.28, 1.95, -0.79)  0.369

SMILES: N1[C@H]2[C@@H]1[C@H]1N[C@@H]21
HOMO-LUMO gap (eV): 10.3

Which is the most stable structure? (2) is the most stable.

(1)
An isolated molecule of C13H17NO4, computed with wB97M-V/def2-TZVPD.

Each line ends with the Mulliken charge.
Cartesian coordinates (Å):
C (-0.35, -3.65, 0.40)  -1.138
H (0.65, -4.12, 0.72)  0.181
H (-1.11, -3.88, 0.88)  0.553
H (-0.48, -4.00, -0.75)  0.338
O (-0.16, -2.44, 0.26)  -0.144
C (-1.25, -1.51, 0.09)  0.531
C (-2.48, -1.96, -0.39)  -0.779
C (-3.35, -0.86, -1.03)  -0.700
C (-3.16, 0.50, -0.80)  -0.876
C (-1.88, 0.84, -0.12)  1.742
C (-1.02, 0.13, 0.28)  -0.555
C (0.16, 0.46, 0.91)  0.197
O (0.26, 0.43, 2.09)  -0.697
N (1.41, 0.53, 0.31)  0.183
C (1.46, 0.06, -1.25)  -0.192
H (0.54, 0.45, -1.54)  0.651
C (2.79, 0.50, -1.66)  -0.921
H (2.80, 0.34, -2.69)  0.471
O (4.02, 0.26, -1.15)  -0.381
C (3.72, -0.07, 0.41)  -0.544
H (3.45, -1.18, 0.34)  0.287
C (2.54, 0.83, 1.08)  -0.484
H (2.89, 1.92, 0.87)  0.253
H (2.48, 0.56, 2.16)  0.359
H (4.71, 0.25, 0.52)  0.376
H (2.81, 1.78, -1.64)  0.154
H (1.49, -1.20, -1.24)  0.032
O (-1.53, 2.34, 0.08)  -0.312
C (-2.60, 3.15, -0.01)  -1.097
H (-3.40, 2.98, 0.53)  0.445
H (-2.77, 3.37, -1.24)  0.315
H (-2.08, 4.09, 0.07)  0.323
H (-3.83, 1.22, -0.97)  0.611
H (-4.28, -1.32, -1.38)  0.343
H (-2.63, -2.94, -0.73)  0.476

SMILES: COc1cccc(OC)c1C(=O)N1CCOCC1
HOMO-LUMO gap (eV): 9.2

(2)
An isolated molecule of C13H17NO4, computed with wB97M-V/def2-TZVPD.

Each line ends with the Mulliken charge.
Cartesian coordinates (Å):
C (1.30, 0.03, -4.69)  -1.067
H (2.21, 0.58, -4.46)  0.256
H (1.51, -1.04, -4.64)  0.309
H (0.98, 0.27, -5.70)  0.378
C (0.18, 0.37, -3.70)  -0.695
N (0.53, 0.06, -2.33)  0.205
C (0.51, -1.24, -1.97)  0.792
O (0.20, -2.12, -2.76)  -0.651
C (0.89, -1.60, -0.54)  -0.903
H (1.91, -1.26, -0.30)  0.338
H (0.87, -2.69, -0.45)  0.437
O (-0.03, -1.03, 0.38)  -0.204
C (0.22, -1.24, 1.68)  0.493
O (1.19, -1.84, 2.07)  -0.632
C (-0.80, -0.63, 2.56)  0.082
C (-0.66, -0.78, 3.94)  -0.741
C (-1.58, -0.23, 4.80)  -0.400
C (-2.67, 0.47, 4.29)  0.936
C (-2.82, 0.62, 2.91)  -0.608
C (-1.89, 0.07, 2.06)  -0.419
H (-2.01, 0.18, 0.99)  0.455
H (-3.67, 1.17, 2.54)  0.421
O (-3.61, 1.03, 5.10)  -0.531
H (-3.40, 0.85, 6.02)  0.282
H (-1.47, -0.35, 5.87)  0.282
H (0.19, -1.33, 4.32)  0.458
C (0.94, 1.15, -1.46)  -0.341
C (2.40, 1.54, -1.65)  -1.187
H (3.05, 0.68, -1.53)  0.291
H (2.67, 2.29, -0.91)  0.413
H (2.56, 1.96, -2.64)  0.313
H (0.76, 0.87, -0.42)  0.112
H (0.29, 2.01, -1.68)  0.357
H (-0.06, 1.43, -3.76)  0.381
H (-0.70, -0.22, -3.96)  0.388

SMILES: CCN(CC)C(=O)COC(=O)c1ccc(O)cc1
HOMO-LUMO gap (eV): 9.7

Which is the most stable structure? (2) is the most stable.